Model one:
A 3-piece molecular cluster, C2H11NO3 overall, computed with ωB97M-V/def2-TZVPD.

Values from the calculation:
SMILES string: NCCO.O.O
gap between HOMO and LUMO: 9.33 eV
charge: 0
LUMO level: 0.2942 eV

Cartesian coordinates (Å):
C 0.913 -1.506 1.068
O 0.880 -0.174 1.017
C 1.296 -2.065 -0.317
N 0.112 -1.786 -1.189
H 1.969 -1.450 1.757
H 0.127 -1.967 1.591
H -0.034 0.222 0.745
H 2.255 -1.555 -0.518
H 1.360 -3.194 -0.272
H 0.077 -2.256 -2.046
H 0.065 -0.780 -1.236
H -0.991 1.788 -1.789
H -0.856 2.470 -0.555
O -0.348 1.968 -1.203
H -1.959 3.454 1.196
H -1.969 1.915 1.177
O -2.292 2.616 0.657

Here are the Mulliken charges for atoms 1 to 4, given in e: -0.548 -0.419 -0.241 -0.529

=====

Model two:
A 3-piece molecular cluster, C2H11NO3 overall, computed with ωB97M-V/def2-TZVPD.

Values from the calculation:
SMILES string: NCCO.O.O
gap between HOMO and LUMO: 9.70 eV
charge: 0
LUMO level: 0.4298 eV

Cartesian coordinates (Å):
C 0.271 -1.414 -1.003
O -0.452 -2.644 -1.214
C -0.671 -0.261 -0.658
N -0.289 1.031 -1.234
H 0.787 -1.230 -1.948
H 0.996 -1.618 -0.223
H -0.535 -3.045 -0.345
H -0.730 -0.140 0.416
H -1.650 -0.532 -0.955
H 0.611 1.301 -0.863
H -0.304 1.038 -2.240
H -0.733 2.458 2.294
H -1.317 1.845 1.052
O -1.288 1.718 2.013
H 2.823 1.041 0.962
H 1.791 1.777 1.857
O 2.077 0.913 1.553

Here are the Mulliken charges for atoms 1 to 4, given in e: -0.512 -0.540 -0.412 -0.558

=====

Which one is most stable, and which one is least stable? model two is the most stable of them, while model one is the least stable.

=====

Model one:
A 3-piece molecular cluster, C2H11NO3 overall, computed with ωB97M-V/def2-TZVPD.

Values from the calculation:
SMILES string: NCCO.O.O
gap between HOMO and LUMO: 10.86 eV
charge: 0
LUMO level: 0.8022 eV

Cartesian coordinates (Å):
C 0.708 0.680 0.278
O -0.528 1.482 1.246
C 0.975 -0.794 0.200
N 2.315 -0.628 -0.412
H 0.503 1.129 -0.675
H 1.372 1.311 0.848
H -0.828 2.222 0.708
H 1.036 -1.323 1.135
H 0.297 -1.288 -0.481
H 3.040 -0.687 0.280
H 2.502 -1.393 -1.057
H -1.906 -0.055 -0.891
H -2.432 0.107 -2.339
O -1.629 0.174 -1.807
H -2.568 -0.647 1.186
H -1.157 0.319 0.981
O -1.701 -0.610 0.800

Here are the Mulliken charges for atoms 1 to 4, given in e: -0.599 -0.697 -0.139 -0.565

=====

Model two:
A 3-piece molecular cluster, C2H11NO3 overall, computed with ωB97M-V/def2-TZVPD.

Values from the calculation:
SMILES string: CNCO.O.O
gap between HOMO and LUMO: 9.77 eV
charge: 0
LUMO level: 0.5404 eV

Cartesian coordinates (Å):
C 2.006 -0.211 -0.983
N 1.019 -1.302 -1.279
C 1.248 -2.365 -0.211
O 2.199 -3.275 -0.665
H 2.987 -0.670 -1.048
H 1.847 0.240 -0.012
H 1.945 0.586 -1.727
H 0.005 -0.921 -1.367
H 1.296 -1.859 0.714
H 0.344 -2.913 -0.112
H 1.918 -3.258 -1.606
H -1.971 4.608 2.211
H -2.010 4.418 0.745
O -1.677 4.021 1.539
H -4.646 2.027 1.483
H -3.061 2.278 1.508
O -3.686 1.758 1.041

Here are the Mulliken charges for atoms 1 to 4, given in e: -0.806 -0.482 -0.468 -0.518

=====

Which one is most stable, and which one is least stable? model two is the most stable of them, while model one is the least stable.

=====

Model one:
A 2-piece molecular cluster, CH2BrClO overall, computed with ωB97M-V/def2-TZVPD.

Values from the calculation:
gap between HOMO and LUMO: 9.50 eV
charge: 0
LUMO level: 0.4063 eV

Cartesian coordinates (Å):
C -0.876 1.209 0.405
O 0.259 1.242 0.892
Cl 1.249 -0.930 -1.230
Br -1.677 -0.520 0.349
H 0.284 -1.469 -1.795
H 0.761 0.467 1.378

Here are the Mulliken charges for atoms 1 to 4, given in e: -0.021 -0.143 -0.243 -0.169

=====

Model two:
A 2-piece molecular cluster, CH2BrClO overall, computed with ωB97M-V/def2-TZVPD.

Values from the calculation:
gap between HOMO and LUMO: 9.58 eV
charge: 0
LUMO level: 0.4401 eV

Cartesian coordinates (Å):
C -1.558 0.670 -0.526
O -0.687 1.261 0.130
Cl 1.690 -0.762 -0.001
Br -1.877 -1.058 0.102
H 2.843 -0.896 -0.610
H -0.411 0.784 0.906

Here are the Mulliken charges for atoms 1 to 4, given in e: -0.025 -0.099 -0.232 -0.144

=====

Which one is most stable, and which one is least stable? model two is the most stable of them, while model one is the least stable.

=====

Model one:
A single C10H11NO2 molecule, computed with ωB97M-V/def2-TZVPD.

Values from the calculation:
SMILES string: O=C1N[C@@]23C=CC=C[C@@]2(CCC3)O1
gap between HOMO and LUMO: 9.91 eV
charge: 0
LUMO level: 0.6934 eV

Cartesian coordinates (Å):
C -1.243 2.093 0.836
C -1.147 2.137 -0.646
C -0.740 1.104 1.503
C -0.462 1.296 -1.379
C 2.285 0.246 0.169
C -0.071 -2.129 -0.376
C -0.664 -1.442 0.807
C -0.112 -1.124 -1.558
C 0.014 -0.115 0.892
C 0.276 0.172 -0.926
N 1.375 -0.005 1.196
O 3.458 0.429 0.312
O 1.681 0.321 -0.989
H -1.741 2.892 1.370
H -1.664 3.024 -1.186
H -0.698 0.995 2.631
H -0.402 1.489 -2.404
H 1.022 -2.238 -0.058
H -0.506 -3.075 -0.666
H -1.676 -1.321 0.705
H -0.457 -1.914 1.772
H 0.782 -1.525 -2.075
H -1.056 -1.325 -2.093
H 1.745 0.016 2.162

Here are the Mulliken charges for atoms 1 to 4, given in e: -0.282 -0.036 -0.858 -1.360

=====

Model two:
A single C10H11NO2 molecule, computed with ωB97M-V/def2-TZVPD.

Values from the calculation:
gap between HOMO and LUMO (alpha / beta): 7.53 / 7.44 eV
charge: 0
LUMO level (alpha / beta): 0.1852 / -0.0251 eV

Cartesian coordinates (Å):
C -3.395 -0.971 0.530
C -2.521 -1.552 -0.377
C -3.004 0.168 1.218
C -1.274 -1.007 -0.598
C -1.763 0.728 0.995
C -0.873 0.157 0.075
C 1.888 -0.289 1.316
C 0.427 0.738 -0.119
C 0.634 2.213 -0.223
C 3.390 -1.327 -0.380
N 2.239 -0.576 0.083
O 2.229 -0.527 2.429
O 1.392 -0.024 -0.883
H -4.368 -1.409 0.709
H -2.821 -2.439 -0.918
H -3.665 0.620 1.947
H -0.603 -1.449 -1.323
H -1.458 1.592 1.566
H -0.094 2.748 0.377
H 0.496 2.513 -1.267
H 1.639 2.504 0.079
H 3.088 -2.317 -0.723
H 3.847 -0.775 -1.200
H 4.095 -1.416 0.444

Here are the Mulliken charges for atoms 1 to 4, given in e: -0.390 -0.577 -0.637 -0.214

=====

Model three:
A 2-piece molecular cluster, C10H11NO2 overall, computed with ωB97M-V/def2-TZVPD.

Values from the calculation:
gap between HOMO and LUMO (alpha / beta): 7.28 / 7.29 eV
charge: 0
LUMO level (alpha / beta): -0.8109 / -0.8098 eV

Cartesian coordinates (Å):
C -2.805 1.260 0.722
C -2.550 -0.128 0.866
C -1.802 2.084 0.090
C -1.341 -0.667 0.363
C -0.673 1.512 -0.483
C -0.454 0.150 -0.287
C 1.008 -1.784 1.369
C 1.219 -1.733 0.070
C 1.423 -0.328 -2.044
C 0.752 -0.567 -0.713
N 2.110 0.812 0.547
O 2.232 1.975 0.220
O 2.643 0.290 1.472
H -3.563 1.840 1.190
H -3.072 -0.901 1.433
H -2.215 2.990 -0.109
H -1.411 -1.800 0.162
H 0.003 2.069 -1.082
H 1.410 -2.656 1.911
H 0.404 -1.072 1.898
H 2.022 -2.334 -0.415
H 1.618 0.732 -2.269
H 2.295 -1.015 -2.096
H 0.746 -0.727 -2.814

Here are the Mulliken charges for atoms 1 to 4, given in e: -0.487 -0.551 -0.883 -0.599

=====

Which one is most stable, and which one is least stable? model one is the most stable of them, while model three is the least stable.